Here is 7 unconnected molecules or ions with the total composition C34H70N5O22PS6 from the Open Molecules 2025 dataset. Energies are from ωB97M-V with the def2-TZVPD basis set.

Each atom is followed by the atoms it is bonded to, with distances in Å.
CARTESIAN COORDINATES (ANGSTROEM)
1 H -2.136 -0.932 -8.429  N2 1.022
2 N -1.862 0.049 -8.356  H1 1.022, C3 1.271
3 C -2.244 0.537 -7.246  N2 1.271, C4 1.511, C5 1.536
4 C -1.919 1.986 -6.962  C3 1.511, H29 1.091, H30 1.092, H31 1.091
5 C -3.040 -0.292 -6.227  C3 1.536, C6 1.528, H32 1.086, H33 1.095
6 C -2.158 -0.598 -5.017  C5 1.528, N7 1.307, C24 1.421
7 N -1.298 0.326 -4.680  C6 1.307, C8 1.360
8 C -0.579 -0.003 -3.572  N7 1.360, C9 1.401, C22 1.387
9 C 0.354 0.929 -3.100  C8 1.401, C10 1.342, H34 1.085
10 C 1.094 0.733 -1.997  C9 1.342, C11 1.524, C14 1.431
11 C 2.074 1.816 -1.564  C10 1.524, O12 1.417, H35 1.092, H36 1.095
12 O 1.464 2.654 -0.597  C11 1.417, C13 1.431
13 C 0.698 3.700 -1.201  O12 1.431, H37 1.090, H38 1.094, H39 1.094
14 C 0.932 -0.483 -1.259  C10 1.431, C15 1.530, C20 1.358
15 C 1.733 -0.718 0.023  C14 1.530, C16 1.529, H40 1.086, H41 1.091
16 C 0.919 -0.176 1.198  C15 1.529, C17 1.527, N18 1.271
17 C -0.588 -0.393 1.304  C16 1.527, H42 1.092, H43 1.091, H44 1.094
18 N 1.524 0.505 2.085  C16 1.271, H19 1.022
19 H 0.825 0.799 2.769  N18 1.022
20 C 0.055 -1.423 -1.694  C14 1.358, N21 1.422, C22 1.424
21 N -0.156 -2.673 -1.050  C20 1.422, H45 1.016, H46 1.009
22 C -0.724 -1.186 -2.863  C8 1.387, C20 1.424, N23 1.356
23 N -1.598 -2.139 -3.269  C22 1.356, C24 1.312
24 C -2.304 -1.835 -4.332  C6 1.421, N23 1.312, P25 1.820
25 P -3.522 -3.091 -4.836  C24 1.820, O26 1.464, O27 1.587, O28 1.610
26 O -4.829 -2.486 -5.094  P25 1.464
27 O -2.944 -3.954 -6.036  P25 1.587, H47 0.968
28 O -3.655 -4.107 -3.594  P25 1.610, H48 0.966
29 H -2.559 2.418 -6.191  C4 1.091
30 H -2.041 2.582 -7.869  C4 1.092
31 H -0.865 2.043 -6.687  C4 1.091
32 H -3.373 -1.186 -6.747  C5 1.086
33 H -3.857 0.341 -5.868  C5 1.095
34 H 0.467 1.863 -3.640  C9 1.085
35 H 2.941 1.312 -1.132  C11 1.092
36 H 2.444 2.380 -2.427  C11 1.095
37 H 0.561 3.558 -2.273  C13 1.090
38 H -0.300 3.751 -0.757  C13 1.094
39 H 1.214 4.647 -1.015  C13 1.094
40 H 2.669 -0.168 -0.012  C15 1.086
41 H 1.917 -1.789 0.128  C15 1.091
42 H -0.930 -1.331 0.860  C17 1.092
43 H -0.892 -0.406 2.351  C17 1.091
44 H -1.116 0.402 0.769  C17 1.094
45 H 0.330 -3.415 -1.544  N21 1.016
46 H 0.210 -2.664 -0.110  N21 1.009
47 H -3.576 -4.643 -6.286  O27 0.968
48 H -3.724 -3.605 -2.771  O28 0.966
49 C 4.126 4.377 -6.267  C50 1.518, H56 1.089, H57 1.091, H58 1.090
50 C 3.449 5.341 -5.309  C49 1.518, O51 1.443, H59 1.092, H60 1.088
51 O 2.446 6.144 -5.964  C50 1.443, S52 1.590
52 S 1.073 5.440 -6.351  O51 1.590, C53 1.761, O54 1.432, O55 1.429
53 C 0.180 6.896 -6.782  S52 1.761, H61 1.087, H62 1.088, H63 1.087
54 O 0.497 4.866 -5.172  S52 1.432
55 O 1.263 4.662 -7.534  S52 1.429
56 H 3.427 3.628 -6.638  C49 1.089
57 H 4.943 3.857 -5.766  C49 1.091
58 H 4.518 4.911 -7.132  C49 1.090
59 H 3.014 4.814 -4.458  C50 1.092
60 H 4.188 6.035 -4.914  C50 1.088
61 H 0.053 7.510 -5.895  C53 1.087
62 H -0.787 6.577 -7.164  C53 1.088
63 H 0.730 7.428 -7.554  C53 1.087
64 C 3.874 0.867 4.224  C65 1.514, H71 1.087, H72 1.088, H73 1.092
65 C 5.177 1.470 3.743  C64 1.514, O66 1.443, H74 1.092, H75 1.089
66 O 6.328 0.700 4.148  C65 1.443, S67 1.589
67 S 6.606 -0.677 3.405  O66 1.589, C68 1.762, O69 1.432, O70 1.431
68 C 8.218 -0.967 4.057  S67 1.762, H76 1.087, H77 1.088, H78 1.088
69 O 6.700 -0.436 1.997  S67 1.432
70 O 5.726 -1.678 3.924  S67 1.431
71 H 3.687 -0.096 3.754  C64 1.087
72 H 3.041 1.523 3.984  C64 1.088
73 H 3.904 0.704 5.303  C64 1.092
74 H 5.176 1.597 2.658  C65 1.092
75 H 5.307 2.458 4.183  C65 1.089
76 H 8.891 -0.196 3.692  C68 1.087
77 H 8.536 -1.946 3.704  C68 1.088
78 H 8.162 -0.958 5.144  C68 1.088
79 C 7.537 1.196 11.126  C80 1.517, H86 1.089, H87 1.090, H88 1.090
80 C 8.735 0.515 10.493  C79 1.517, O81 1.441, H89 1.092, H90 1.089
81 O 8.441 -0.828 10.062  C80 1.441, S82 1.593
82 S 7.548 -1.016 8.757  O81 1.593, C83 1.761, O84 1.433, O85 1.428
83 C 7.802 -2.747 8.552  S82 1.761, H91 1.087, H92 1.088, H93 1.087
84 O 8.167 -0.320 7.668  S82 1.433
85 O 6.177 -0.801 9.091  S82 1.428
86 H 6.740 1.352 10.401  C79 1.089
87 H 7.823 2.168 11.529  C79 1.090
88 H 7.130 0.583 11.930  C79 1.090
89 H 9.126 1.098 9.657  C80 1.092
90 H 9.534 0.426 11.227  C80 1.089
91 H 8.849 -2.928 8.325  C83 1.087
92 H 7.172 -3.066 7.724  C83 1.088
93 H 7.504 -3.255 9.465  C83 1.087
94 C -3.619 -6.393 -0.746  C95 1.517, H101 1.089, H102 1.091, H103 1.090
95 C -4.881 -5.825 -1.369  C94 1.517, O96 1.443, H104 1.093, H105 1.086
96 O -5.968 -6.773 -1.356  C95 1.443, S97 1.591
97 S -6.687 -7.068 0.032  O96 1.591, C98 1.762, O99 1.432, O100 1.429
98 C -8.054 -7.976 -0.609  S97 1.762, H106 1.087, H107 1.088, H108 1.087
99 O -7.155 -5.833 0.584  S97 1.432
100 O -5.877 -7.956 0.804  S97 1.429
101 H -3.752 -6.587 0.317  C94 1.089
102 H -2.791 -5.692 -0.862  C94 1.091
103 H -3.354 -7.340 -1.218  C94 1.090
104 H -5.181 -4.897 -0.874  C95 1.093
105 H -4.690 -5.592 -2.413  C95 1.086
106 H -8.664 -7.315 -1.220  C98 1.087
107 H -8.626 -8.339 0.243  C98 1.088
108 H -7.677 -8.813 -1.190  C98 1.087
109 C 0.980 8.815 -0.795  C110 1.517, H116 1.089, H117 1.090, H118 1.090
110 C 2.349 9.453 -0.931  C109 1.517, O111 1.442, H119 1.092, H120 1.088
111 O 3.393 8.646 -0.350  C110 1.442, S112 1.591
112 S 3.842 7.333 -1.129  O111 1.591, C113 1.761, O114 1.432, O115 1.430
113 C 5.279 6.978 -0.174  S112 1.761, H121 1.087, H122 1.088, H123 1.087
114 O 4.234 7.692 -2.458  S112 1.432
115 O 2.882 6.299 -0.898  S112 1.430
116 H 0.912 7.893 -1.372  C109 1.089
117 H 0.208 9.496 -1.153  C109 1.090
118 H 0.778 8.562 0.246  C109 1.090
119 H 2.583 9.671 -1.974  C110 1.092
120 H 2.367 10.398 -0.391  C110 1.088
121 H 6.006 7.772 -0.319  C113 1.087
122 H 5.675 6.030 -0.531  C113 1.088
123 H 4.992 6.894 0.871  C113 1.087
124 C -8.860 -5.661 3.072  C125 1.514, H131 1.090, H132 1.088, H133 1.088
125 C -10.098 -5.056 2.445  C124 1.514, O126 1.445, H134 1.092, H135 1.089
126 O -11.220 -5.966 2.439  C125 1.445, S127 1.592
127 S -11.966 -6.245 3.817  O126 1.592, C128 1.762, O129 1.430, O130 1.429
128 C -13.356 -7.099 3.150  S127 1.762, H136 1.087, H137 1.088, H138 1.087
129 O -12.395 -4.999 4.372  S127 1.430
130 O -11.196 -7.168 4.591  S127 1.429
131 H -9.006 -5.856 4.135  C124 1.090
132 H -8.013 -4.986 2.966  C124 1.088
133 H -8.617 -6.610 2.599  C124 1.088
134 H -10.377 -4.124 2.940  C125 1.092
135 H -9.897 -4.821 1.401  C125 1.089
136 H -13.933 -6.412 2.537  C128 1.087
137 H -13.951 -7.448 3.991  C128 1.088
138 H -13.000 -7.944 2.567  C128 1.087

Properties
* max |F|: 0.035 hartree/bohr
* frontier orbital gap: 8.18 eV
* spin multiplicity: 1
* highest occupied orbital energy: -8.72 eV
* LUMO level: -0.54 eV
* electronic energy: -5997.0583 a.u.
* SMILES: [H]/N=C(/C)Cc1nc2cc(COC)c(C/C(C)=N/[H])c(N)c2nc1P(=O)(O)O.CCOS(C)(=O)=O.CCOS(C)(=O)=O.CCOS(C)(=O)=O.CCOS(C)(=O)=O.CCOS(C)(=O)=O.CCOS(C)(=O)=O